[1]
A 3-piece molecular cluster, C17H19ClF2N3O9S overall in a non-equilibrium geometry. Source: the OMol25 dataset; level of theory: the ωB97M-V functional and the def2-TZVPD basis.

```
! wB97M-V def2-TZVPD RIJCOSX def2/J DEFGRID3
* xyz 1 1
C 0.137 -0.877 2.408
C 0.771 -1.871 1.357
O 1.953 -1.236 0.800
C 2.549 -2.036 -0.144
O 2.124 -3.139 -0.399
C 3.815 -1.466 -0.861
C 3.893 -1.926 -2.369
C 5.185 -1.203 -2.996
C 4.833 -0.471 -4.341
C 4.041 -1.286 -5.322
C 3.734 -0.604 -6.593
N 2.987 -1.268 -7.622
C 1.853 -0.750 -7.730
S 0.587 0.183 -7.965
C 4.245 0.795 -6.738
Cl 3.932 1.616 -8.263
N 4.942 1.316 -5.695
O 5.397 2.588 -5.876
N 5.238 0.796 -4.544
H -0.628 -0.216 1.932
H 0.931 -0.288 2.927
H -0.414 -1.446 3.211
H 1.031 -2.807 1.924
H 0.022 -2.121 0.564
H 3.869 -0.353 -0.767
H 4.739 -1.876 -0.361
H 3.979 -3.033 -2.478
H 2.996 -1.510 -2.907
H 5.969 -1.983 -3.194
H 5.517 -0.406 -2.288
H 3.723 -2.330 -5.112
H 4.670 3.148 -6.217
C -3.703 3.432 1.948
C -4.089 2.404 2.970
O -2.984 1.522 2.969
C -1.904 2.281 2.620
O -0.775 1.946 2.772
O -2.285 3.472 2.081
F -5.194 1.717 2.583
H -3.965 3.130 0.931
H -4.145 4.407 2.149
H -4.238 2.803 3.977
C -6.817 -0.140 5.077
C -5.839 -0.738 6.045
O -5.884 0.159 7.137
C -7.144 0.689 7.131
O -7.629 1.271 8.043
O -7.775 0.460 5.945
F -4.582 -0.737 5.534
H -6.366 0.629 4.447
H -7.283 -0.889 4.438
H -6.097 -1.744 6.384
*
```

Summary:
- Max |F|: 4.11 eV/A
- M: 514.867 g/mol
- Kohn-Sham gap: 7.33 eV
- E_HOMO: -12.52 eV
- Lowest unoccupied orbital energy: -5.19 eV

=====

[2]
C22H18BBrN8O2Pd as an isolated structure. Source: the OMol25 dataset; level of theory: the ωB97M-V functional and the def2-TZVPD basis.

```
! wB97M-V def2-TZVPD RIJCOSX def2/J DEFGRID3
* xyz 0 1
Pd 0.143 0.575 -0.518
C 0.426 1.159 4.524
C -0.486 0.806 3.517
N -0.084 1.232 2.328
N 1.088 1.869 2.541
C 1.412 1.842 3.851
B 1.925 2.481 1.413
N 2.711 1.410 0.607
C 4.028 1.161 0.638
C 4.304 0.113 -0.218
C 3.064 -0.240 -0.750
N 2.125 0.549 -0.243
N 1.015 3.237 0.413
C 0.866 4.560 0.260
C -0.074 4.791 -0.726
C -0.459 3.517 -1.140
N 0.200 2.598 -0.441
H 0.366 0.955 5.578
H -1.412 0.258 3.607
H 2.316 2.309 4.203
H 2.721 3.247 1.883
H 4.675 1.753 1.263
H 5.261 -0.328 -0.432
H 2.803 -0.994 -1.474
H 1.439 5.242 0.866
H -0.421 5.739 -1.096
H -1.159 3.220 -1.904
N -5.457 2.307 1.892
C -4.816 1.808 1.081
C -4.023 1.176 0.063
C -4.622 0.560 -1.031
C -3.817 -0.042 -1.980
C -2.444 -0.010 -1.814
N -1.880 0.593 -0.762
C -2.638 1.173 0.168
H -5.700 0.556 -1.126
H -4.242 -0.536 -2.842
H -1.758 -0.470 -2.515
H -2.111 1.624 1.002
Br 0.189 -6.443 1.375
C 0.289 -5.555 -0.298
C 0.422 -6.306 -1.455
C 0.496 -5.652 -2.677
C 0.436 -4.269 -2.735
C 0.302 -3.530 -1.566
C 0.229 -4.174 -0.336
C 0.240 -2.026 -1.651
O 0.326 -1.462 -2.740
O 0.091 -1.434 -0.514
H 0.467 -7.385 -1.398
H 0.601 -6.231 -3.585
H 0.494 -3.740 -3.676
H 0.129 -3.592 0.569
*
```

Summary:
- Energy relative to the best compared isomer or geometry (same formula, charge and spin): 0.0000 eV
- Max |F|: 0.08 eV/A
- M: 623.576 g/mol
- Kohn-Sham gap: 8.34 eV
- E_HOMO: -8.94 eV
- Lowest unoccupied orbital energy: -0.60 eV

=====

[3]
C20H15F3FeN4OS as an isolated structure in a non-equilibrium geometry. Source: the OMol25 dataset; level of theory: the ωB97M-V functional and the def2-TZVPD basis.

```
! wB97M-V def2-TZVPD RIJCOSX def2/J DEFGRID3
* xyz 1 6
Fe 0.105 -0.318 -0.710
C -2.687 3.130 -0.013
C -1.483 2.249 -0.081
N -1.556 0.976 0.053
N -2.716 0.344 0.206
C -2.679 -0.865 -0.322
O -1.631 -1.266 -0.962
C -3.850 -1.735 -0.204
C -5.028 -1.282 0.389
C -6.112 -2.134 0.495
C -6.027 -3.435 0.014
C -4.861 -3.882 -0.594
C -3.775 -3.034 -0.708
C -0.169 2.753 -0.498
C 0.183 4.098 -0.425
C 1.370 4.526 -0.995
C 2.188 3.601 -1.625
C 1.798 2.274 -1.614
N 0.654 1.855 -1.076
H -3.442 2.660 0.612
H -3.112 3.252 -1.013
H -2.454 4.119 0.373
H -5.077 -0.267 0.756
H -7.031 -1.782 0.943
H -6.874 -4.101 0.111
H -4.805 -4.887 -0.989
H -2.859 -3.359 -1.182
H -0.470 4.795 0.077
H 1.646 5.571 -0.962
H 3.102 3.894 -2.120
H 2.418 1.514 -2.075
F 3.033 -4.206 -0.118
C 4.110 -3.431 0.041
F 4.864 -3.562 -1.067
F 4.820 -3.922 1.066
C 3.788 -1.972 0.253
C 4.860 -1.095 0.364
C 4.626 0.265 0.472
C 3.314 0.711 0.431
N 2.282 -0.116 0.321
C 2.496 -1.441 0.261
S 0.992 -2.316 0.197
H 5.872 -1.479 0.370
H 5.442 0.965 0.564
H 3.076 1.767 0.477
*
```

Summary:
- Energy relative to the best compared isomer or geometry (same formula, charge and spin): 0.5562 eV
- Max |F|: 1.85 eV/A
- M: 472.273 g/mol
- Kohn-Sham gap (alpha / beta): 7.43 / 5.27 eV
- E_HOMO (alpha / beta): -11.27 / -11.18 eV
- Lowest unoccupied orbital energy (alpha / beta): -3.84 / -5.91 eV

=====

[4]
One molecule with the formula C13H25O7PS in a non-equilibrium geometry. Source: the OMol25 dataset; level of theory: the ωB97M-V functional and the def2-TZVPD basis.

```
! wB97M-V def2-TZVPD RIJCOSX def2/J DEFGRID3
* xyz 0 1
C -1.912 -4.157 0.768
C -1.927 -2.954 0.191
C -1.298 -1.722 0.780
P 0.150 -2.190 1.926
C -0.750 -2.521 3.481
O 0.795 -0.695 2.216
O -2.356 -1.124 1.628
S -2.242 0.459 1.711
O -1.767 0.840 2.992
O -3.437 1.045 1.217
O -1.091 0.618 0.633
C -0.987 -0.565 -0.210
C 0.437 -0.662 -0.779
C 0.676 -0.342 -2.267
C 1.522 0.916 -2.514
C 0.994 2.212 -1.875
C 1.519 2.565 -0.474
C 3.000 2.271 -0.228
C 3.510 3.000 1.011
C -2.112 -0.470 -1.245
O -2.127 0.842 -1.752
O -2.910 0.736 -2.955
H -2.722 -4.852 0.581
H -1.091 -4.508 1.382
H -2.432 -2.860 -0.764
H -1.549 -3.243 3.327
H -1.190 -1.612 3.891
H -0.042 -2.940 4.197
H 1.485 -0.752 2.885
H 0.799 -1.669 -0.563
H 1.050 -0.001 -0.171
H -0.240 -0.277 -2.851
H 1.243 -1.174 -2.692
H 1.514 1.066 -3.597
H 2.563 0.716 -2.252
H 1.168 3.048 -2.554
H -0.091 2.108 -1.800
H 0.929 2.093 0.314
H 1.379 3.642 -0.337
H 3.113 1.194 -0.067
H 3.596 2.531 -1.107
H 3.342 4.074 0.896
H 4.570 2.827 1.186
H 2.932 2.697 1.886
H -3.086 -0.708 -0.809
H -1.929 -1.174 -2.062
H -3.002 1.673 -3.174
*
```

Summary:
- Max |F|: 1.04 eV/A
- Structure (SMILES): C=C[C@]1(P(C)O)OS(=O)(=O)O[C@]1(CCCCCCC)COO
- M: 356.377 g/mol
- Kohn-Sham gap: 9.28 eV
- E_HOMO: -8.86 eV
- Lowest unoccupied orbital energy: 0.42 eV

=====

[5]
A 2-piece molecular cluster, C4H9N2 overall in a non-equilibrium geometry. Source: the OMol25 dataset; level of theory: the ωB97M-V functional and the def2-TZVPD basis.

```
! wB97M-V def2-TZVPD RIJCOSX def2/J DEFGRID3
* xyz 1 1
C -0.602 -0.722 0.180
C 2.367 0.678 -0.584
C 2.029 -0.674 -0.098
C -2.947 0.083 0.031
N -1.468 0.186 -0.045
N 2.501 0.175 0.847
H -1.056 -1.756 0.435
H 3.268 0.761 -1.214
H 1.724 1.435 -0.953
H 1.696 -1.703 -0.149
H -3.271 0.863 0.790
H -3.113 -0.918 0.440
H -3.251 0.294 -0.934
H 3.171 0.223 1.550
H -1.047 1.075 -0.296
*
```

Summary:
- Energy relative to the best compared isomer or geometry (same formula, charge and spin): 6.1287 eV
- Max |F|: 6.14 eV/A
- M: 85.130 g/mol
- Kohn-Sham gap: 8.30 eV
- E_HOMO: -12.87 eV
- Lowest unoccupied orbital energy: -4.56 eV

=====

[6]
C6H7N as an isolated structure in a non-equilibrium geometry. Source: the OMol25 dataset; level of theory: the ωB97M-V functional and the def2-TZVPD basis.

```
! wB97M-V def2-TZVPD RIJCOSX def2/J DEFGRID3
* xyz 0 1
C -0.553 -2.108 -0.759
C -0.416 -0.914 -0.153
C 0.261 -1.164 -1.483
C 0.690 0.804 1.303
C -0.295 1.566 0.509
C -0.559 0.098 0.800
N 0.776 -0.703 -2.498
H -0.857 -3.234 -0.696
H 1.398 0.429 0.649
H 0.857 1.005 2.328
H -0.981 2.045 1.120
H 0.021 2.043 -0.410
H -1.495 -0.179 1.761
H 1.153 0.311 -2.470
*
```

Summary:
- Energy relative to the best compared isomer or geometry (same formula, charge and spin): 5.5290 eV
- Max |F|: 5.58 eV/A
- M: 93.129 g/mol
- Kohn-Sham gap: 9.29 eV
- E_HOMO: -8.37 eV
- Lowest unoccupied orbital energy: 0.92 eV